Entry 1:
DFT (the ωB97M-V functional and the def2-TZVPD basis) results for 2 unconnected molecules or ions with the total composition C8H16.

ORCA input file:
```
! RIJCOSX wB97M-V def2-TZVPD def2/J DEFGRID3
* xyz 0 1
H 2.406 -0.637 -3.436
H -2.026 -2.673 2.449
C -0.862 -0.925 2.716
C -0.138 1.278 -0.623
H 0.073 -1.472 2.673
H 0.088 2.351 3.219
C 0.227 1.286 3.094
H -1.797 0.999 2.682
H -0.035 1.267 -2.786
H 0.406 0.819 0.199
C 0.550 0.895 -1.938
C 1.404 -1.055 -3.357
H 1.519 1.399 -2.016
H -0.113 2.355 -0.478
H 1.222 0.864 3.145
H 0.843 -0.725 -4.235
C -1.999 -1.602 2.580
C -0.827 0.529 2.820
H 1.449 -2.143 -3.395
H -2.939 -1.065 2.605
H 1.272 -0.986 -1.209
H -0.265 -1.090 -2.008
C 0.713 -0.608 -2.073
H -1.171 0.937 -0.628
*
```

Values from the calculation:
DFT total energy: -8554.227 eV
energy above the lowest of the compared OMol25 structures with the same formula, charge and spin: 0.884 eV
SMILES string: C=CC=C.CCCC

---

Entry 2:
DFT (the ωB97M-V functional and the def2-TZVPD basis) results for 13 unconnected molecules or ions with the total composition C67H67N11O18S2 at a distorted geometry.

ORCA input file:
```
! RIJCOSX wB97M-V def2-TZVPD def2/J DEFGRID3
* xyz 0 1
H -2.918 -3.133 6.903
C -1.490 5.268 -0.245
C -0.834 1.176 0.832
H 1.181 -1.469 -2.115
H -3.814 -4.628 2.972
H -8.983 3.153 1.112
H -6.046 -0.626 2.336
H -1.714 3.254 -6.357
N 0.106 -3.040 -7.404
O -4.027 0.264 1.121
C -1.196 2.187 -3.346
C -8.829 1.168 1.869
H -1.763 1.598 0.340
C -3.438 -2.007 -3.372
C -6.933 2.310 0.858
C -1.745 5.746 -2.585
C -6.170 1.219 1.147
C 6.523 -0.644 0.157
C -0.754 6.721 -2.460
H -4.714 -1.629 6.423
C -2.866 -2.521 6.000
H 4.736 -2.404 1.975
C 0.188 2.701 -5.625
H -1.006 -3.332 5.264
C 3.083 -2.726 3.332
O -4.322 2.112 0.068
C 0.300 -3.452 -6.142
H 0.871 7.489 -1.164
C -1.197 -5.013 0.132
C -1.754 -2.573 5.100
C -3.643 -0.676 -3.695
H -2.606 -2.538 -3.876
H 0.548 -5.008 2.835
H -2.876 -6.705 2.600
H 1.698 4.796 4.551
C 1.982 -3.513 3.576
H 2.224 0.601 -2.504
C 4.247 -2.591 -3.030
O -4.731 -4.462 -1.237
H 0.664 2.937 -6.577
H 4.549 4.674 -0.853
H 4.859 -3.491 -3.040
C -6.675 0.176 1.930
C -2.083 5.019 -1.481
N -1.863 2.740 -4.404
H -1.571 -2.944 -0.300
C -3.852 -1.570 5.717
C 5.296 0.033 0.062
C -8.275 2.299 1.277
H -8.515 -0.797 2.598
O 0.245 -6.312 -1.131
C -1.149 2.962 -5.503
H -0.802 -0.779 -4.487
C 2.748 -0.289 -2.723
H 1.668 -0.027 5.171
C -5.503 -0.547 -2.200
H 1.918 1.837 -4.688
O -0.519 -0.552 -1.218
H -0.393 7.285 -3.273
H 2.838 3.772 6.573
N -1.501 -1.718 4.092
H -6.506 3.029 0.210
H 4.500 0.807 -3.274
H 0.617 0.906 3.272
N 4.085 -4.142 0.020
H -0.351 -1.540 -8.741
H -2.261 5.665 -3.501
H -1.837 2.107 -2.480
H 1.298 -0.180 0.930
H -0.870 1.410 1.892
O -0.424 5.856 2.145
C 2.442 3.188 5.798
C 4.794 0.742 1.174
H 8.205 -1.303 1.441
H 2.226 5.574 -2.252
N 0.061 6.491 1.235
N -0.232 -5.177 -0.970
C -1.557 -6.081 0.959
H 0.016 1.641 0.314
O 3.878 -5.236 -0.533
H 2.360 -3.644 -2.768
C 2.200 -4.650 1.506
C 1.447 -4.333 2.660
O 2.968 -0.080 7.303
H -2.362 -0.255 2.918
C 2.849 -2.652 -2.775
O -3.053 -4.569 -2.498
H -4.431 0.038 4.369
H -2.944 -0.214 -4.428
O 6.768 -0.128 -3.386
H -1.757 4.592 0.583
C 2.422 1.789 5.953
C -0.525 6.208 -0.108
C -2.517 -0.822 3.832
N 5.036 1.332 3.614
S 2.308 4.140 -0.281
H 0.743 -4.438 -5.992
C 0.588 -0.998 1.086
H -1.201 -7.036 0.731
C -4.634 0.023 -3.078
C 0.854 2.129 -4.552
H -4.749 1.106 -3.280
C -3.068 -4.680 2.201
H -2.753 4.160 -1.504
H 1.008 4.180 -2.250
C 7.207 -0.772 1.366
C 5.477 0.568 2.404
C 1.182 1.571 3.882
C 1.864 3.746 4.678
O 5.514 0.936 4.686
C 0.035 -2.573 -5.059
N -4.750 1.203 0.754
C -5.380 -1.918 -1.931
C -1.800 -3.781 0.338
C -0.504 -1.337 -5.335
C 2.165 -1.519 -2.523
H -6.292 0.066 -1.818
H 4.780 0.124 -0.876
H 7.023 -1.183 -0.649
C -0.611 -0.908 -6.696
H 4.317 4.609 0.871
H 1.026 -1.908 0.641
H 0.176 -2.907 -3.981
C 6.657 -0.184 2.519
C 3.815 -2.929 2.157
H 0.171 -1.072 2.091
O 4.939 -3.313 -0.312
H -0.989 0.106 -6.926
N 6.303 -1.271 -3.492
O 2.545 2.687 -0.175
C -2.443 -5.889 2.003
H 0.762 3.483 2.888
N 2.952 1.143 7.216
C 2.065 4.474 -1.997
C 3.871 4.924 -0.070
O 3.372 1.847 8.125
C -0.060 6.878 -1.258
H 3.433 -1.896 3.990
O 0.961 7.307 1.337
H 7.289 -0.107 3.427
H -6.070 -2.458 -1.335
O 4.295 2.257 3.473
H 1.472 -3.339 4.488
C 0.175 1.938 -3.344
C -8.004 0.103 2.167
C 1.821 1.012 4.977
C 1.201 2.972 3.750
H -3.249 -2.670 1.496
O 0.136 -4.196 -1.575
C -2.759 -3.651 1.346
H 3.676 5.996 -0.076
C -3.658 -0.684 4.614
C -4.317 -2.621 -2.513
H 1.833 -5.439 0.840
C 4.832 -1.350 -3.213
H -9.858 1.167 2.153
C 3.340 -3.853 1.230
H 2.831 3.837 -2.467
H 0.590 1.559 -2.422
C 4.063 -0.202 -3.106
O 6.901 -2.314 -3.593
H 3.923 1.393 1.029
S -0.907 -0.513 0.209
C -0.325 -1.831 -7.690
N -4.056 -4.045 -2.094
*
```

Values from the calculation:
DFT total energy: -145456.727 eV

---

Entry 3:
DFT (the ωB97M-V functional and the def2-TZVPD basis) results for 2 unconnected molecules or ions with the total composition CH4S3Si at a distorted geometry.

ORCA input file:
```
! RIJCOSX wB97M-V def2-TZVPD def2/J DEFGRID3
* xyz 0 1
C 2.022 0.609 0.222
Si -2.169 -0.243 0.099
S -0.466 -0.938 1.157
H 3.437 -0.768 -1.037
S 2.172 -0.838 -0.393
H -1.757 1.114 -0.102
H -3.362 -0.537 0.632
S 1.943 2.109 0.717
H -1.820 -0.507 -1.295
*
```

Values from the calculation:
DFT total energy: -41481.307 eV
energy above the lowest of the compared OMol25 structures with the same formula, charge and spin: 3.299 eV

---

Entry 4:
DFT (the ωB97M-V functional and the def2-TZVPD basis) results for a single C3H13NSi2 molecule at a distorted geometry.

ORCA input file:
```
! RIJCOSX wB97M-V def2-TZVPD def2/J DEFGRID3
* xyz 0 1
H 3.008 -1.863 -0.073
H 1.615 -1.658 1.366
H -2.667 -0.822 -2.293
C -1.208 0.656 1.138
N 0.640 -0.786 -0.827
H 0.541 -1.634 -1.396
H 2.609 1.467 -0.358
H -2.318 0.818 1.222
Si -0.943 0.317 -0.704
H -2.284 -1.510 -0.875
Si 1.917 -0.851 0.252
H -0.787 1.584 1.435
H -0.836 1.663 -1.311
C 2.472 1.003 0.588
H 1.640 1.586 0.937
C -2.531 -0.613 -1.295
H 3.258 1.006 1.265
H -3.471 -0.231 -0.765
H -0.655 -0.133 1.694
*
```

Values from the calculation:
DFT total energy: -20567.447 eV
energy above the lowest of the compared OMol25 structures with the same formula, charge and spin: 0.696 eV
SMILES string: C[SiH2]N[SiH](C)C

---

Entry 5:
DFT (the ωB97M-V functional and the def2-TZVPD basis) results for 2 unconnected molecules or ions with the total composition C5H14 at a distorted geometry.

ORCA input file:
```
! RIJCOSX wB97M-V def2-TZVPD def2/J DEFGRID3
* xyz 1 2
H 0.353 0.630 -1.815
H 0.960 1.503 1.797
H 1.828 -1.317 -1.406
C 0.016 1.093 2.211
H -2.085 -0.164 2.948
H -1.836 -1.622 2.122
H -0.590 1.709 2.874
H 2.867 -0.281 -2.243
H -2.826 -0.523 1.244
H 2.113 -1.458 -3.320
C 0.569 0.034 -2.659
H -0.029 -0.129 0.546
H -0.233 -0.514 -3.035
C -0.743 0.275 1.229
H 0.511 0.368 2.827
C -1.862 -0.521 1.923
C 1.851 -0.807 -2.373
H -1.552 0.978 0.651
H 0.687 0.746 -3.522
*
```

Values from the calculation:
DFT total energy: -5399.583 eV
energy above the lowest of the compared OMol25 structures with the same formula, charge and spin: 1.523 eV
<S²>: 0.753

---

Entry 6:
DFT (the ωB97M-V functional and the def2-TZVPD basis) results for a molecular structure, C18H18IrN6S.

ORCA input file:
```
! RIJCOSX wB97M-V def2-TZVPD def2/J DEFGRID3
* xyz 3 1
H -0.291 -3.672 0.000
C 0.248 -0.827 4.559
N 1.033 0.304 -1.329
C -2.058 -3.266 -2.062
N -0.678 -1.434 -1.228
H 2.665 0.496 -3.489
N 1.193 3.688 -0.417
H 1.737 1.618 2.057
C -1.298 -3.115 3.228
H -2.860 -3.979 -1.909
N 1.617 1.559 -1.225
H -2.600 -4.831 3.032
H 1.103 0.867 -4.250
C 0.967 0.255 5.042
C 1.309 0.944 2.784
C 1.672 0.106 -3.708
C -1.140 -3.130 0.430
H 0.634 4.316 0.146
H -2.600 -1.855 -0.575
C -1.979 -4.086 1.142
C 1.513 1.148 4.134
H 2.094 1.999 4.459
H 1.101 0.393 6.106
H -1.721 -3.824 -4.079
C 0.883 2.416 -0.492
C 0.949 -0.309 -2.475
C -2.033 -4.080 2.499
C -1.430 -3.182 -3.258
S -0.499 1.765 0.323
C -0.393 -2.229 -3.452
C -0.028 -1.396 -2.420
N -0.625 -2.037 1.227
N 0.602 -0.087 2.304
H -0.173 -1.548 5.244
Ir 0.057 -0.485 0.272
H 1.940 4.106 -0.957
H 2.357 1.831 -1.861
H 0.097 -2.154 -4.414
H -2.483 -4.856 0.569
H 1.810 -0.746 -4.370
C -1.714 -2.375 -0.946
H -1.294 -3.159 4.308
C -0.630 -2.099 2.576
C 0.086 -0.979 3.194
*
```

Values from the calculation:
DFT total energy: -41544.870 eV
energy above the lowest of the compared OMol25 structures with the same formula, charge and spin: 3.931 eV

---

Entry 7:
DFT (the ωB97M-V functional and the def2-TZVPD basis) results for a molecular structure, C28H20ClIN3O5Tm at a distorted geometry.

ORCA input file:
```
! RIJCOSX wB97M-V def2-TZVPD def2/J DEFGRID3
* xyz 0 3
C 2.814 -1.084 -0.326
H -2.933 1.800 -2.200
H -3.176 -0.860 -2.504
C -2.594 -1.613 -1.987
H -4.866 3.174 -1.422
C -2.156 1.969 0.964
C -0.865 -5.772 0.284
N 1.439 -0.982 -0.632
C -0.297 -4.553 0.000
H -2.059 2.982 4.701
C -2.094 2.699 3.658
H -4.996 3.826 0.976
C 1.322 3.127 -1.473
H 2.192 5.040 -1.021
H 0.723 -4.345 0.290
O -0.182 0.672 1.306
C 4.797 -0.013 0.532
H -2.631 -7.000 0.177
Cl -4.388 4.098 3.567
O 1.494 2.057 -2.122
I 0.559 1.284 4.249
C 3.455 0.050 0.197
N -2.088 1.654 -0.355
C -1.032 -3.552 -0.660
C -2.937 -5.073 -0.692
H 5.431 -3.239 -0.291
O 2.667 1.163 0.372
H 1.555 4.868 -2.663
C 2.097 4.361 -1.864
C -4.186 3.212 0.605
H 3.074 4.073 -2.248
N 0.840 -2.109 -0.635
C 5.502 -1.196 0.358
C 3.302 2.314 0.918
C -2.196 -6.038 -0.061
C -2.372 -3.823 -1.005
C -3.131 3.121 2.871
C -3.129 -2.814 -1.669
H 5.309 0.848 0.937
O 0.513 3.174 -0.502
C -3.033 2.080 -1.157
C -1.244 -1.270 -1.652
H 6.549 -1.230 0.628
C 4.877 -2.320 -0.155
H 3.024 -3.113 -0.916
C -1.089 1.898 3.115
H 3.757 2.086 1.881
H -0.277 -6.529 0.787
C -3.184 2.783 1.502
H 4.057 2.697 0.228
H 2.518 3.053 1.062
O -0.766 -0.140 -2.025
H -4.160 -3.028 -1.926
C 3.537 -2.260 -0.498
C -4.116 2.854 -0.713
C -0.460 -2.252 -0.964
H -3.972 -5.265 -0.952
C -1.087 1.469 1.790
Tm 0.296 0.980 -0.662
*
```

Values from the calculation:
DFT total energy: -94226.420 eV
energy above the lowest of the compared OMol25 structures with the same formula, charge and spin: 0.742 eV
<S²>: 2.002

---

Entry 8:
DFT (the ωB97M-V functional and the def2-TZVPD basis) results for 2 unconnected molecules or ions with the total composition C3H2IN2 at a distorted geometry.

ORCA input file:
```
! RIJCOSX wB97M-V def2-TZVPD def2/J DEFGRID3
* xyz 1 1
H 0.510 -0.355 1.383
C -0.895 0.482 -0.306
C -0.165 2.171 0.076
N -0.862 1.932 -0.856
H -0.212 -0.022 -1.533
C 0.140 0.438 0.752
N 0.670 1.625 0.897
I -2.868 0.024 0.090
*
```

Values from the calculation:
DFT total energy: -14210.372 eV
energy above the lowest of the compared OMol25 structures with the same formula, charge and spin: 2.545 eV